<i>
{"formula": "C5H12NO2", "method": "ωB97M-V/def2-TZVPD", "symbols": ["O", "C", "C", "C", "C", "C", "N", "H", "H", "H", "H", "H", "H", "H", "H", "H", "H", "H", "H", "O"], "coordinates": [[0.899, 0.030, -1.793], [1.633, -0.728, -1.173], [1.157, -1.764, -0.216], [0.073, -1.478, 0.844], [-1.384, -0.991, 0.539], [-1.975, 1.378, 0.257], [-1.359, 0.328, -0.087], [2.671, -0.655, -1.461], [0.757, -2.608, -0.769], [1.967, -2.167, 0.336], [-0.175, -2.375, 1.408], [0.431, -0.705, 1.523], [-1.982, -1.681, -0.035], [-1.930, -0.910, 1.479], [-1.630, 2.286, -0.208], [-2.800, 1.419, 0.957], [-0.623, 0.450, -0.803], [0.564, 3.455, 0.917], [1.914, 2.866, 1.211], [0.990, 2.610, 1.106]], "homo_lumo_gap_ev": 9.688, "homo_ev": -14.13, "charge": 1, "lumo_ev": -4.44}

=====

<ii>
{"formula": "C5H12NO2", "method": "ωB97M-V/def2-TZVPD", "symbols": ["C", "C", "C", "C", "C", "N", "O", "O", "H", "H", "H", "H", "H", "H", "H", "H", "H", "H", "H", "H"], "coordinates": [[-0.682, 1.039, -1.006], [-2.096, 1.041, -0.398], [0.411, 1.152, 1.453], [1.395, -1.705, -0.786], [0.471, 0.823, -0.010], [0.228, -1.315, -0.013], [-0.384, 1.127, -2.185], [1.643, 0.962, -0.526], [-2.678, 0.458, -0.996], [-2.129, 0.620, 0.540], [-2.241, 2.028, -0.434], [0.836, 0.306, 2.022], [0.902, 2.070, 1.584], [-0.675, 1.236, 1.790], [1.175, -1.412, -1.833], [2.282, -1.094, -0.353], [1.533, -2.810, -0.512], [-0.718, -1.289, -0.404], [0.134, -1.675, 0.908], [1.536, 1.075, -1.517]], "homo_lumo_gap_ev": 9.900, "homo_ev": -14.95, "charge": 1, "lumo_ev": -5.05}

=====

The energetic minimum among the shown structures is <i>; the next structure lies 22.9 kcal/mol above.